(P)
DFT (ωB97M-V/def2-TZVPD) results for a 2-piece molecular cluster, C4H14NO overall.

The spin multiplicity is 1. The value obtained for the frontier orbital gap is 12.75 eV. As for the total charge: +1.

CARTESIAN COORDINATES (ANGSTROEM)
1 C 1.116 -0.132 -1.493
2 C 1.030 0.513 -0.087
3 N 0.341 -0.409 0.847
4 C 0.795 -1.881 0.755
5 C 0.098 1.786 -0.259
6 H 0.255 -0.775 -1.715
7 H 1.197 0.588 -2.302
8 H 2.004 -0.768 -1.498
9 H 2.032 0.732 0.272
10 H -0.665 -0.306 0.678
11 H 0.481 -0.064 1.797
12 H 0.418 -2.347 -0.144
13 H 0.401 -2.387 1.643
14 H 1.880 -1.765 0.792
15 H -0.580 1.628 -1.090
16 H -0.463 1.967 0.658
17 H 0.768 2.577 -0.622
18 H -3.316 -0.374 0.692
19 H -3.302 0.732 -0.323
20 O -2.705 0.191 0.221

---

(Q)
DFT (ωB97M-V/def2-TZVPD) results for a 2-piece molecular cluster, C4H14NO overall.

The spin multiplicity is 1. The value obtained for the frontier orbital gap is 12.40 eV. As for the total charge: +1.

CARTESIAN COORDINATES (ANGSTROEM)
1 C 0.052 0.022 0.474
2 C -1.238 0.232 -0.303
3 C -2.138 1.279 0.354
4 C -1.990 -1.088 -0.510
5 N 1.031 -0.858 -0.277
6 H -0.125 -0.449 1.440
7 H 0.568 0.970 0.617
8 H -0.924 0.554 -1.306
9 H -2.839 0.793 1.024
10 H -2.680 1.776 -0.450
11 H -1.590 2.074 0.857
12 H -2.166 -1.593 0.447
13 H -2.968 -0.898 -0.946
14 H -1.463 -1.825 -1.120
15 H 1.010 -1.834 0.016
16 H 2.007 -0.497 -0.133
17 H 0.800 -0.833 -1.269
18 H 3.933 1.150 -0.180
19 H 3.301 0.613 1.117
20 O 3.464 0.389 0.192

---

Stability comparison, relative energies in hartree: (P) 0.0128; (Q) 0.0000

---

(P)
DFT (ωB97M-V/def2-TZVPD) results for a 2-piece molecular cluster, C2H8N6 overall.

The spin multiplicity is 1. The value obtained for the frontier orbital gap is 10.60 eV. As for the total charge: +2.

CARTESIAN COORDINATES (ANGSTROEM)
1 C 0.226 -1.905 0.239
2 C -0.971 1.617 0.692
3 N -0.860 -2.372 0.242
4 N -1.338 1.810 -0.419
5 N 1.231 -1.187 0.092
6 N -0.605 1.779 1.898
7 N -1.733 1.659 -1.634
8 N 2.488 -1.431 -0.526
9 H -1.769 -2.564 0.741
10 H -1.384 2.140 2.421
11 H 0.320 1.481 2.263
12 H -2.323 0.842 -1.842
13 H -1.937 2.568 -2.004
14 H 2.482 -1.116 -1.627
15 H 2.838 -2.338 -0.471
16 H 3.335 -0.984 -0.065

---

(Q)
DFT (ωB97M-V/def2-TZVPD) results for an isolated ion of composition C2H8N6 and charge +2.

The spin multiplicity is 1. The value obtained for the frontier orbital gap is 10.66 eV. As for the total charge: +2. The structure (SMILES) is [NH2+]=C1NNC(=[NH2+])NN1.

CARTESIAN COORDINATES (ANGSTROEM)
1 N 2.709 -0.010 0.003
2 C 1.431 0.044 -0.053
3 N 0.736 -1.151 0.111
4 N -0.706 -1.154 0.006
5 C -1.414 -0.040 -0.048
6 N -2.716 0.054 0.003
7 N -0.725 1.110 0.005
8 N 0.682 1.140 -0.031
9 H 3.104 -0.917 0.055
10 H 3.350 0.778 -0.179
11 H 0.980 -1.890 -0.511
12 H -0.943 -2.152 -0.089
13 H -3.371 -0.788 -0.150
14 H -3.091 0.924 0.017
15 H -1.188 1.889 0.224
16 H 1.144 1.977 0.392

---

Stability comparison, relative energies in hartree: (P) 0.0996; (Q) 0.0000

---

(P)
DFT (ωB97M-V/def2-TZVPD) results for an isolated ion of composition C3H11N4 and charge +1.

The spin multiplicity is 1. The value obtained for the frontier orbital gap is 11.67 eV. As for the total charge: +1. The structure (SMILES) is C/C(N)=[NH+]/C(N)N.

CARTESIAN COORDINATES (ANGSTROEM)
1 C 2.329 0.670 0.569
2 C 1.146 0.078 -0.163
3 N 1.252 -0.607 -1.293
4 N 0.043 0.159 0.515
5 C -1.298 -0.426 0.032
6 N -1.503 0.032 -1.244
7 N -2.173 -0.027 1.114
8 H 2.042 1.589 1.098
9 H 2.631 -0.104 1.337
10 H 3.165 1.063 0.063
11 H 2.150 -0.560 -1.816
12 H 0.318 -0.902 -1.666
13 H -0.091 0.534 1.522
14 H -0.986 -1.466 -0.106
15 H -1.593 1.102 -1.229
16 H -2.435 -0.196 -1.667
17 H -3.124 -0.506 0.983
18 H -1.872 -0.433 1.953

---

(Q)
DFT (ωB97M-V/def2-TZVPD) results for a 2-piece molecular cluster, C3H11N4 overall.

The spin multiplicity is 1. The value obtained for the frontier orbital gap (alpha / beta) is 7.76 / 9.37 eV. As for the total charge: +1.

CARTESIAN COORDINATES (ANGSTROEM)
1 C -1.848 0.265 0.139
2 C 1.137 -1.287 0.370
3 C 1.844 -0.109 -0.311
4 N -0.124 -1.571 -0.002
5 N -2.844 -0.524 -0.081
6 N -1.495 1.417 0.033
7 N 1.201 1.199 0.030
8 H 1.267 -1.065 1.438
9 H 1.905 -2.059 0.213
10 H 2.876 -0.043 0.044
11 H 1.802 -0.231 -1.514
12 H -2.663 -1.476 -0.105
13 H -3.796 -0.121 -0.295
14 H 0.099 1.145 -0.014
15 H -1.944 2.376 0.230
16 H 1.373 1.288 1.033
17 H -0.351 -1.257 -0.908
18 H 1.560 2.052 -0.300

---

(R)
DFT (ωB97M-V/def2-TZVPD) results for a 2-piece molecular cluster, C3H11N4 overall.

The spin multiplicity is 1. The value obtained for the frontier orbital gap is 9.14 eV. As for the total charge: +1.

CARTESIAN COORDINATES (ANGSTROEM)
1 C 0.520 0.699 2.370
2 C -1.338 -0.843 -2.776
3 C 0.767 0.276 -2.308
4 N 0.180 -0.399 1.772
5 N 0.538 0.828 3.760
6 N 0.018 -0.662 -2.057
7 N -0.089 -0.473 0.375
8 H 1.125 1.432 1.845
9 H -2.143 -1.144 -2.121
10 H -1.550 0.224 -3.268
11 H -1.323 -1.531 -3.597
12 H 1.642 0.498 -1.580
13 H -0.395 -0.959 2.461
14 H 0.795 1.140 -3.107
15 H 0.915 1.654 4.218
16 H 0.181 0.217 4.471
17 H 0.267 -1.260 -0.159
18 H -0.107 0.303 -0.300

---

Stability comparison, relative energies in hartree: (P) 0.0000; (Q) 0.1571; (R) 0.1297